No. 1
35
Properties=species:S:1:pos:R:3 method="wB97M-V/def2-TZVPD" smiles="CCCCSc1nnc(-c2ccccc2N)c(=O)[nH]1" e_tot_ev=-32583.6817
C 1.8926 1.9956 3.8190
C -1.2204 0.2297 -0.5525
C -0.5801 -2.7598 -4.5065
N 0.1402 -1.7356 0.8968
H 0.6186 -4.2837 -2.8598
H 0.6450 2.0853 2.0744
H 3.8583 2.8840 3.7807
C -0.3699 -2.5228 -3.1375
C -0.7021 -1.0167 -1.1567
H -1.9414 0.4891 -2.9991
N 0.3054 -3.4391 -2.4167
H -0.4911 1.1138 4.7487
C -1.7431 -0.6855 -4.7468
H 2.2636 0.9871 3.6260
H 0.4294 -3.2638 -1.4263
H 1.7853 2.1094 4.8999
N -0.9693 0.2953 0.8185
H -2.2725 0.0243 -5.3633
H 0.1317 3.1565 3.3787
O -1.8041 1.1629 -1.0605
H -1.4940 1.3313 3.3135
C 2.8947 3.0162 3.2957
C -0.3030 -0.6782 1.4955
H -1.3980 -2.0755 -6.3492
H -1.3279 1.1241 1.2797
H -0.1944 -3.6786 -4.9268
C -0.4786 1.1317 3.6589
C -0.8729 -1.3179 -2.5649
C 0.5260 2.1607 3.1580
N -0.0700 -1.8855 -0.4013
H 2.5481 4.0289 3.4907
H 3.0333 2.9021 2.2228
C -1.2518 -1.8645 -5.2999
S -0.0336 -0.5939 3.2208
C -1.5539 -0.4266 -3.4105

=====

No. 2
14
Properties=species:S:1:pos:R:3 method="wB97M-V/def2-TZVPD" smiles="C#CCCNC=O" e_tot_ev=-8834.5223
C -0.3101 0.7493 1.6329
C -0.5399 -0.4652 -2.0957
H -1.9742 0.5752 3.1703
H 1.6824 -0.4389 -0.8740
C -1.1978 0.6466 2.4408
H 1.1592 -1.3219 0.5752
C 0.8935 -0.5232 -0.1236
N -0.3177 -0.8957 -0.8242
H -1.1098 -1.1991 -0.2756
O 0.2761 0.1257 -2.7759
H -1.5469 -0.7318 -2.4670
H 1.7057 1.0687 1.0981
H 0.5282 1.5993 -0.1047
C 0.7513 0.8110 0.6234

=====

Energy relative to the best compared isomer or geometry (same formula, charge and spin): 125.9, 162.1 (kJ/mol)
Frontier orbital gap: 7.39, 10.73 (eV)
Maximum force: 1.58, 0.48 (eV/A)